54
Properties=species:S:1:pos:R:3:forces:R:3 method="wB97M-V/def2-TZVPD" spin_multiplicity=5 s_squared=6.46 orbital_gap_ev="6.1 / 6.2" relative_energy_kj_mol=0.0 total_energy_ev=-87704.6952 lumo_energy_ev="-0.3 / -0.4" e_homo_ha="-0.2370 / -0.2450"
Mn 0.073 -0.629 -0.735 -0.31 -0.37 0.21
N 2.444 -0.693 4.163 0.04 -0.07 -0.02
C 2.071 -1.197 2.993 0.03 0.08 -0.07
S 3.149 -1.784 1.887 -0.04 -0.02 0.05
N 0.161 -2.144 1.799 0.01 -0.20 0.04
N -0.765 -1.851 0.804 0.19 0.72 0.03
C -1.869 -1.269 1.114 -0.26 -0.06 -0.25
C -2.864 -0.870 0.112 0.46 -0.19 0.04
C -4.122 -0.479 0.576 -0.04 -0.01 0.11
C -5.147 -0.170 -0.289 -0.06 0.01 -0.14
C -4.911 -0.256 -1.663 0.03 -0.01 0.07
C -3.671 -0.618 -2.147 0.02 -0.05 -0.01
C -2.605 -0.910 -1.283 0.13 0.07 -0.19
O -1.410 -1.176 -1.804 -0.22 0.18 0.19
H 3.427 -0.612 4.361 -0.01 0.00 0.03
H 1.759 -0.329 4.809 0.01 0.00 0.00
H -2.125 -1.052 2.150 0.03 -0.18 0.09
H -4.287 -0.434 1.647 0.01 -0.01 -0.01
H -6.115 0.130 0.088 0.00 0.00 0.00
H -5.703 -0.023 -2.364 -0.01 0.00 0.02
H -3.474 -0.668 -3.211 -0.02 0.02 0.00
C -0.647 -0.094 4.699 0.00 0.01 -0.01
C -0.250 -1.166 3.998 0.02 -0.03 -0.04
C 0.538 -1.059 2.715 -0.10 0.25 -0.16
C 0.437 0.357 2.119 0.05 -0.23 0.07
C 0.101 1.438 2.975 0.05 -0.04 -0.12
C -0.410 1.246 4.219 -0.04 0.07 0.09
N 0.773 0.560 0.828 0.05 0.11 0.18
N 1.201 1.768 0.517 -0.02 -0.05 -0.06
C 1.062 2.002 -0.829 0.00 -0.03 -0.05
C 1.550 3.187 -1.403 0.03 0.04 0.13
C 1.337 3.448 -2.741 -0.09 -0.10 -0.13
C 0.610 2.555 -3.538 0.10 0.12 0.12
C 0.130 1.382 -2.974 -0.10 -0.16 -0.07
C 0.381 1.075 -1.642 0.10 0.12 -0.20
H -1.193 -0.233 5.625 0.00 0.00 -0.01
H -0.459 -2.176 4.328 0.00 0.01 -0.01
H 0.997 -2.489 1.333 0.02 0.00 -0.02
H 0.187 2.426 2.545 -0.02 0.02 0.05
H -0.737 2.089 4.813 0.01 0.00 -0.02
H 2.074 3.893 -0.771 -0.01 -0.01 -0.01
H 1.714 4.365 -3.178 0.01 0.01 0.03
H 0.412 2.787 -4.576 0.00 0.00 0.00
H -0.460 0.693 -3.573 0.02 0.00 0.01
C 3.597 -0.393 -2.149 -0.01 0.01 0.00
S 2.734 -1.949 -2.310 0.11 0.03 0.13
C 1.952 -1.650 -3.886 0.04 -0.02 0.00
O 1.631 -1.904 -1.279 -0.20 -0.09 -0.03
H 4.426 -0.381 -2.857 -0.01 0.01 0.00
H 3.973 -0.358 -1.127 0.00 0.02 0.00
H 2.902 0.428 -2.329 0.03 0.01 0.02
H 2.741 -1.605 -4.638 -0.06 0.01 -0.04
H 1.393 -0.717 -3.838 0.01 0.00 -0.02
H 1.289 -2.491 -4.081 0.00 0.00 -0.02